{
  "formula": "C4H14N2Si2",
  "method": "the ωB97M-V functional and the def2-TZVPD basis",
  "fmax_ev_per_a": 3.90,
  "lumo_energy_ev": 0.67,
  "mol_weight_g_mol": 146.3,
  "smiles": "CN1CCN(C)[SiH]1[SiH3]",
  "e_above_lowest_kcal_mol": 112.97,
  "homo_lumo_gap_ev": 8.755,
  "symbols": ["C", "N", "C", "C", "N", "C", "Si", "Si", "H", "H", "H", "H", "H", "H", "H", "H", "H", "H", "H", "H", "H", "H"],
  "positions_angstrom": [[-2.62441, -0.25043, 1.05103], [-1.19020, -0.02895, 0.69954], [-0.39501, 0.50833, 1.78742], [1.08169, 0.65658, 1.31800], [1.29486, -0.15810, 0.16527], [2.50270, 0.10207, -0.56871], [-0.23094, -0.85658, -0.49388], [-0.56475, -0.33969, -2.65836], [-2.89719, 0.69875, 1.51171], [-3.04600, -0.43564, 0.06474], [-2.65496, -1.18669, 1.55867], [-0.36662, -0.06070, 2.76433], [-0.77712, 1.44267, 2.04417], [1.45138, 1.66506, 1.16501], [1.76065, 0.48984, 2.12020], [2.32151, -0.39884, -1.58805], [2.64791, 1.12008, -0.86713], [3.28637, -0.19721, 0.03168], [-0.20882, -2.25174, -0.28982], [0.53339, 0.66787, -2.93699], [-1.81336, 0.25438, -3.21157], [-0.11108, -1.44106, -3.66726]]
}

{
  "formula": "C24H66N6O6",
  "method": "the ωB97M-V functional and the def2-TZVPD basis",
  "fmax_ev_per_a": 3.82,
  "lumo_energy_ev": 0.40,
  "mol_weight_g_mol": 534.8,
  "smiles": "COC[C@H](C)N.COC[C@H](C)N.COC[C@H](C)N.COC[C@H](C)N.COC[C@H](C)N.COC[C@H](C)N",
  "e_above_lowest_kcal_mol": 128.29,
  "homo_lumo_gap_ev": 9.482,
  "symbols": ["C", "O", "C", "C", "C", "N", "H", "H", "H", "H", "H", "H", "H", "H", "H", "H", "H", "C", "O", "C", "C", "C", "N", "H", "H", "H", "H", "H", "H", "H", "H", "H", "H", "H", "C", "O", "C", "C", "C", "N", "H", "H", "H", "H", "H", "H", "H", "H", "H", "H", "H", "C", "O", "C", "C", "C", "N", "H", "H", "H", "H", "H", "H", "H", "H", "H", "H", "H", "C", "O", "C", "C", "C", "N", "H", "H", "H", "H", "H", "H", "H", "H", "H", "H", "H", "C", "O", "C", "C", "C", "N", "H", "H", "H", "H", "H", "H", "H", "H", "H", "H", "H"],
  "positions_angstrom": [[5.81070, 9.10216, -2.58328], [6.06590, 8.14350, -3.53612], [5.73568, 8.51656, -4.82737], [5.92148, 7.31168, -5.72493], [7.33448, 6.83690, -5.72476], [5.84215, 7.66862, -7.14922], [4.73859, 9.27179, -2.48380], [6.43868, 9.95697, -2.83435], [6.12482, 8.64684, -1.64407], [4.69350, 8.80418, -4.96603], [6.31568, 9.34636, -5.23128], [5.23110, 6.52073, -5.43187], [7.58754, 6.57870, -4.69646], [8.14618, 7.51059, -5.99936], [7.56787, 5.95764, -6.32520], [6.28046, 6.97502, -7.73821], [6.46680, 8.46228, -7.15322], [4.99867, 3.53122, -9.32537], [5.66066, 2.62518, -8.41594], [4.82904, 1.98702, -7.45357], [4.37468, 2.94250, -6.26009], [5.72205, 3.22868, -5.51747], [3.47912, 2.26603, -5.30337], [5.68125, 3.99183, -10.03953], [4.33778, 4.31276, -8.95052], [4.45723, 2.88394, -10.01528], [4.01369, 1.40921, -7.88884], [5.43173, 1.17257, -7.05163], [3.86903, 3.80426, -6.69574], [6.17069, 2.33120, -5.09164], [5.64638, 4.01401, -4.76539], [6.44372, 3.54747, -6.26957], [3.56119, 2.76324, -4.42807], [3.82356, 1.32575, -5.17169], [6.53223, 17.02193, -4.49968], [6.71510, 15.94992, -3.59044], [5.52090, 15.18291, -3.58772], [5.59570, 14.02822, -2.52640], [4.60551, 12.83362, -2.79365], [5.35621, 14.52299, -1.19097], [6.00308, 16.68505, -5.39109], [7.50586, 17.42962, -4.77156], [5.83812, 17.83013, -4.26924], [4.69280, 15.84634, -3.33831], [5.28571, 14.68506, -4.52842], [6.48513, 13.41442, -2.38410], [3.55616, 13.11839, -2.87029], [4.69244, 12.16695, -1.93569], [4.85075, 12.23727, -3.67247], [4.44150, 14.90457, -1.38536], [5.99356, 15.28418, -1.00529], [10.08922, 10.26840, -7.29354], [10.08427, 10.29339, -8.72541], [8.94849, 9.81192, -9.50567], [9.28267, 8.26683, -9.60378], [10.61928, 7.91176, -10.36396], [8.20906, 7.40039, -10.02436], [9.41120, 9.47469, -6.97986], [9.84214, 11.13600, -6.68171], [11.12822, 9.96871, -7.15652], [8.07130, 10.16842, -8.96574], [8.88707, 10.18684, -10.52732], [9.52946, 7.94460, -8.59217], [10.49976, 8.43000, -11.31541], [10.92799, 6.87463, -10.49496], [11.42378, 8.46877, -9.88372], [7.34636, 7.70554, -9.59687], [8.16397, 7.53455, -11.02439], [1.50763, 7.44265, -2.65489], [0.34583, 7.43461, -3.43366], [-0.64374, 8.37982, -3.02238], [-0.12801, 9.95596, -3.28019], [-1.16758, 11.00658, -3.18297], [0.35446, 9.98089, -4.67099], [2.00847, 6.57551, -3.08543], [1.27201, 7.10825, -1.64456], [2.01862, 8.40352, -2.71576], [-1.55165, 8.18840, -3.59435], [-0.81633, 8.06228, -1.99404], [0.69889, 10.10242, -2.58529], [-0.73724, 11.98939, -3.37530], [-1.50175, 10.97241, -2.14602], [-1.96116, 10.86624, -3.91689], [1.07104, 9.26975, -4.64085], [-0.24211, 9.61842, -5.40092], [9.42752, 7.58423, -0.00645], [9.24498, 6.15700, -0.16203], [8.59523, 5.74226, -1.33341], [8.67991, 4.22291, -1.68876], [7.72090, 3.99630, -2.84813], [8.06884, 3.35238, -0.61793], [9.89274, 7.92150, 0.91978], [8.45538, 8.07379, -0.06476], [10.12421, 7.87395, -0.79309], [7.51889, 5.88731, -1.24086], [8.90256, 6.28294, -2.22857], [9.60978, 3.77997, -2.04547], [8.18938, 4.44530, -3.72392], [6.74466, 4.42187, -2.61584], [7.48556, 2.95284, -3.05766], [8.74998, 3.51188, 0.11056], [7.20772, 3.78345, -0.31338]]
}

{
  "formula": "C4H12",
  "method": "the ωB97M-V functional and the def2-TZVPD basis",
  "fmax_ev_per_a": 0.93,
  "lumo_energy_ev": 1.15,
  "mol_weight_g_mol": 60.1,
  "smiles": "CC.CC",
  "e_above_lowest_kcal_mol": 2.66,
  "homo_lumo_gap_ev": 13.057,
  "symbols": ["C", "C", "H", "H", "H", "H", "H", "H", "C", "C", "H", "H", "H", "H", "H", "H"],
  "positions_angstrom": [[0.03014, 0.81749, -1.72198], [1.14622, 1.84728, -1.43831], [0.42249, -0.18721, -1.83483], [-0.72901, 0.85486, -0.94148], [-0.48673, 1.06814, -2.64227], [1.97615, 1.36948, -0.92565], [1.53293, 2.27056, -2.36470], [0.75528, 2.64284, -0.81028], [0.13179, -1.60476, 1.49680], [-1.30417, -1.07378, 1.69492], [0.62988, -1.05075, 0.69905], [0.76625, -1.48985, 2.37702], [0.06583, -2.64205, 1.19234], [-1.26458, -0.11676, 2.20686], [-1.78847, -0.92700, 0.73388], [-1.88401, -1.77850, 2.27863]]
}